{"formula": "C21H31N3O", "method": "wB97M-V/def2-TZVPD", "e_above_lowest_kj_mol": 29.4, "total_charge": 0, "total_energy_ev": -28799.3165, "smiles": "Cc1[nH]c2ccc(C(=O)NCCCN(C)C3CCCCC3)cc2c1C", "molar_mass_da": 341.50, "elements": ["C", "C", "N", "C", "C", "C", "C", "C", "O", "N", "C", "C", "C", "N", "C", "C", "C", "C", "C", "C", "C", "C", "C", "C", "C", "H", "H", "H", "H", "H", "H", "H", "H", "H", "H", "H", "H", "H", "H", "H", "H", "H", "H", "H", "H", "H", "H", "H", "H", "H", "H", "H", "H", "H", "H", "H"], "coordinates": [[-8.83531, -1.01638, -0.10951], [-7.38249, -0.69765, -0.07200], [-6.46444, -1.68396, -0.36961], [-5.20473, -1.17729, -0.27346], [-3.96657, -1.76669, -0.49115], [-2.84279, -0.99065, -0.30867], [-2.93774, 0.35631, 0.07858], [-1.73526, 1.21553, 0.26450], [-1.74697, 2.41464, 0.05508], [-0.63303, 0.57096, 0.72483], [0.64160, 1.22678, 0.88854], [1.65451, 0.77211, -0.16321], [2.98033, 1.53685, 0.00200], [4.05694, 1.20682, -0.90549], [3.67886, 1.22160, -2.29896], [4.98236, 0.14820, -0.53995], [4.37208, -1.22955, -0.23692], [5.48240, -2.25569, -0.02733], [6.39415, -1.83150, 1.12012], [6.97928, -0.44716, 0.85554], [5.86419, 0.57222, 0.64045], [-4.17607, 0.94806, 0.26832], [-5.32454, 0.18349, 0.10280], [-6.72295, 0.46255, 0.22325], [-7.29072, 1.78713, 0.60347], [-9.11743, -1.40426, -1.08875], [-9.08213, -1.77146, 0.63789], [-9.42471, -0.12774, 0.09298], [-6.70198, -2.62702, -0.62590], [-3.88683, -2.79896, -0.80035], [-1.87402, -1.42711, -0.50719], [-0.67291, -0.42136, 0.88883], [1.02659, 1.02780, 1.89514], [0.45134, 2.29791, 0.78716], [1.23648, 0.96595, -1.15197], [1.81754, -0.30278, -0.06845], [2.76457, 2.60454, -0.12995], [3.34327, 1.40165, 1.02169], [3.10694, 0.33855, -2.62019], [4.57983, 1.28387, -2.91050], [3.07663, 2.10929, -2.48746], [5.64278, 0.03163, -1.40841], [3.73040, -1.54266, -1.06379], [3.76690, -1.17082, 0.66998], [5.04743, -3.23511, 0.18641], [6.07072, -2.34529, -0.94375], [7.19899, -2.55931, 1.24382], [5.81896, -1.80889, 2.04893], [7.60362, -0.14095, 1.69767], [7.61326, -0.48562, -0.03329], [5.26747, 0.64149, 1.55151], [6.28150, 1.55897, 0.43596], [-4.22478, 1.99022, 0.54328], [-8.37397, 1.79192, 0.51696], [-6.88560, 2.56596, -0.04090], [-7.02398, 2.03291, 1.63141]], "forces_ev_per_angstrom": [[0.1255, 0.0095, 0.0118], [-0.0856, 0.3192, 0.0811], [-0.1886, -0.3290, -0.0836], [0.4126, 0.4402, 0.1025], [-0.0448, -0.1289, -0.0084], [0.0094, 0.0653, 0.0526], [-0.2624, 0.0333, -0.1166], [0.0907, -0.1482, 0.1244], [-0.0798, 0.2602, -0.0523], [0.1561, -0.2696, 0.0928], [0.1950, 0.0759, -0.2296], [0.1637, 0.2459, 0.2347], [-0.1942, -0.1048, -0.0432], [0.0922, 0.0594, -0.1782], [0.0827, -0.0785, 0.1076], [-0.0739, 0.1168, 0.3889], [0.2375, 0.0363, -0.3752], [-0.1574, -0.0416, 0.2945], [0.2088, -0.0411, -0.2634], [-0.1711, -0.0179, 0.3259], [0.2178, -0.1075, -0.3617], [0.1023, -0.1229, -0.0244], [0.1263, -0.4953, -0.1321], [-0.3054, -0.1290, -0.0343], [0.0478, -0.1677, -0.0082], [-0.0832, -0.0053, -0.0406], [-0.0787, -0.0233, 0.0309], [-0.0694, 0.0200, 0.0038], [0.0448, 0.0969, 0.0231], [0.0413, -0.0824, -0.0392], [0.0689, -0.0334, -0.0194], [-0.1298, 0.1106, 0.0126], [-0.0193, 0.0821, -0.0586], [0.0625, -0.0963, 0.1117], [-0.0476, -0.0531, -0.0391], [-0.0023, -0.0589, -0.0653], [-0.0470, -0.0162, 0.1341], [-0.0117, 0.0844, 0.0702], [-0.0569, 0.0198, -0.0583], [-0.0183, -0.0012, -0.0814], [-0.0694, 0.0349, -0.1081], [0.0046, -0.0227, 0.0302], [-0.1140, 0.0091, 0.0353], [-0.1131, 0.0299, 0.0479], [0.0422, -0.0315, -0.0836], [0.0225, -0.0547, -0.0639], [-0.0209, -0.0288, 0.0881], [-0.0123, -0.0312, 0.0815], [0.0820, 0.0086, -0.0519], [0.0830, 0.0173, -0.0315], [-0.0712, 0.0421, 0.0773], [-0.0540, 0.0534, 0.0112], [0.0230, 0.1341, 0.0137], [-0.0766, 0.0893, 0.0180], [-0.0443, 0.1248, -0.0173], [-0.0401, 0.1017, 0.0632]]}